74
Properties=species:S:1:pos:R:3 method="wB97M-V/def2-TZVPD" s2=15.95 charge=-1 de_lowest_kj_mol=756.52 energy_ha=-7301.0139 orbital_gap_ev="4.30 / 5.47" spin_multiplicity=8
Gd -0.2550 -0.0176 -0.1963
N -0.6847 -2.4255 -3.4482
C -0.1263 -1.2537 -3.7771
N -0.2524 -0.1758 -3.0573
C 0.2250 0.9174 -3.7505
C 0.8189 0.6572 -4.9421
S 0.7374 -1.0380 -5.2762
C -0.0546 2.2402 -3.1922
C 0.4147 3.4393 -3.6262
S -0.2736 4.7029 -2.6663
C -1.1345 3.4990 -1.7497
N -0.9185 2.2799 -2.1283
N -1.9860 3.8292 -0.7452
H -1.1128 -2.4452 -2.5168
H -0.3344 -3.2730 -3.8567
H 1.2347 1.3498 -5.6471
H 1.1101 3.6468 -4.4164
H -1.7581 4.6570 -0.2173
H -2.2311 3.0397 -0.1540
O 2.0501 1.5973 -1.2572
As 2.7900 1.1975 0.3151
O 1.8403 -0.0823 0.7938
O 4.3829 0.9812 0.0123
C 2.6427 2.6010 1.6574
C 3.8571 3.1741 2.0204
C 3.9314 4.0328 3.1106
C 2.8007 4.2981 3.8580
C 1.5845 3.7289 3.5046
C 1.5088 2.8879 2.4104
S -0.0981 2.2942 1.9151
O -1.0428 3.3233 2.2827
O -0.3424 0.9779 2.4791
O 0.0881 2.1615 0.4543
H 2.7683 1.8562 -1.8465
H 4.7392 2.9069 1.4501
H 4.8784 4.4831 3.3800
H 2.8578 4.9583 4.7141
H 0.6846 3.9576 4.0556
I -3.6593 -4.2211 0.4054
C -1.5960 -4.3544 0.1720
C -0.9283 -5.5099 0.5919
C 0.4285 -5.6298 0.4688
I 1.3376 -7.4042 1.1064
C 1.1939 -4.5648 -0.0747
C 2.5967 -4.5642 -0.2257
C 3.2308 -3.4552 -0.7139
C 2.4648 -2.3219 -1.0382
N 1.1587 -2.2984 -0.9286
C 0.5109 -3.3960 -0.4749
C -0.9362 -3.2643 -0.3798
O -1.4974 -2.1934 -0.8014
H -1.5056 -6.3197 1.0180
H 3.1612 -5.4425 0.0602
H 4.3040 -3.4237 -0.8240
H 2.9499 -1.4076 -1.3640
F -6.5904 1.7653 -0.3125
C -5.2984 1.3309 -0.2152
C -4.6346 1.4804 0.9848
C -3.3137 1.0384 1.0701
C -2.6943 0.4695 -0.0334
C -3.3941 0.3233 -1.2284
C -4.7092 0.7582 -1.3277
H -5.1337 1.9351 1.8277
H -2.7857 1.1669 2.0109
H -2.9191 -0.1231 -2.0947
H -5.2716 0.6604 -2.2459
S -1.3052 -2.1104 4.2381
C 0.3803 -2.2547 4.0136
C 0.6868 -2.0291 2.6971
N -0.3700 -1.7668 1.8947
C -1.4888 -1.7687 2.5655
H 1.0532 -2.4749 4.8201
H 1.6826 -2.0164 2.2788
H -2.4487 -1.5781 2.1129